10
Properties=species:S:1:pos:R:3:mulliken_charge:R:1 method="wB97M-V/def2-TZVPD" homo_lumo_gap_ev=10.790 charge=0 smiles="[H]/N=C(/C=O)OC=O" homo_ha=-0.384
H -2.112 -0.365 -1.381 0.29
N -1.351 -1.002 -1.136 -0.58
C -0.489 -0.435 -0.423 0.58
C 0.720 -1.231 0.062 0.01
O 1.491 -1.724 -0.715 -0.42
O -0.654 0.901 -0.048 -0.32
C 0.304 1.558 0.650 0.20
O 1.310 1.076 1.095 -0.46
H 0.780 -1.390 1.148 0.33
H 0.001 2.611 0.747 0.37



56
Properties=species:S:1:pos:R:3:mulliken_charge:R:1 method="wB97M-V/def2-TZVPD" homo_lumo_gap_ev=8.937 charge=0 smiles="O=C(CSc1ccc(Cl)cc1)Nc1ccccc1N1CCN(C(=O)c2ccccc2)CC1" homo_ha=-0.311
O -1.261 3.164 -3.684 -0.64
C -0.706 2.272 -3.084 0.48
C 0.812 2.098 -3.182 -0.69
S 1.566 1.621 -1.589 -0.06
C 2.961 0.645 -2.085 0.39
C 3.405 -0.336 -1.204 -0.19
C 4.499 -1.114 -1.522 -0.84
C 5.152 -0.913 -2.730 0.32
Cl 6.515 -1.891 -3.140 -0.21
C 4.723 0.069 -3.608 -0.75
C 3.632 0.854 -3.282 -0.16
N -1.305 1.328 -2.327 -0.07
C -2.668 1.103 -2.111 -0.11
C -3.669 1.715 -2.850 -0.57
C -4.993 1.372 -2.632 -0.65
C -5.320 0.415 -1.688 -0.82
C -4.325 -0.185 -0.934 -0.41
C -2.995 0.160 -1.121 0.23
N -1.919 -0.402 -0.384 0.63
C -1.470 0.424 0.728 -0.97
C -0.105 -0.072 1.216 0.17
N -0.175 -1.473 1.550 0.27
C -0.080 -1.996 2.799 0.33
O -0.378 -3.151 3.043 -0.65
C 0.465 -1.093 3.859 0.32
C 1.750 -0.569 3.760 0.04
C 2.267 0.198 4.789 -0.56
C 1.506 0.450 5.918 -0.45
C 0.231 -0.080 6.026 -0.60
C -0.285 -0.857 5.004 -0.49
C -0.691 -2.290 0.472 -1.40
C -2.068 -1.781 0.045 -0.69
H 1.245 3.035 -3.532 0.41
H 1.020 1.299 -3.896 0.46
H 2.889 -0.484 -0.268 0.24
H 4.843 -1.877 -0.841 0.42
H 5.244 0.227 -4.539 0.42
H 3.322 1.632 -3.963 0.41
H -0.721 0.663 -1.827 0.13
H -3.404 2.447 -3.595 0.50
H -5.768 1.850 -3.211 0.40
H -6.351 0.140 -1.528 0.40
H -4.590 -0.920 -0.190 0.40
H -1.385 1.461 0.400 0.51
H -2.188 0.382 1.565 0.27
H 0.205 0.509 2.084 0.62
H 0.630 0.067 0.415 -0.64
H 2.347 -0.775 2.883 0.45
H 3.267 0.600 4.709 0.41
H 1.911 1.052 6.719 0.38
H -0.360 0.107 6.910 0.39
H -1.272 -1.288 5.087 0.44
H -0.754 -3.318 0.832 0.57
H 0.002 -2.235 -0.375 0.22
H -2.445 -2.372 -0.791 0.54
H -2.758 -1.885 0.898 0.43



53
Properties=species:S:1:pos:R:3:mulliken_charge:R:1 method="wB97M-V/def2-TZVPD" homo_lumo_gap_ev=4.587 charge=-1 homo_ha=-0.083
C -4.611 0.388 1.415 -1.24
C -3.148 0.543 1.869 -0.50
C -2.475 1.785 1.253 -0.93
C -1.810 1.499 -0.111 -0.34
C -0.513 2.280 -0.317 -0.89
O 0.463 1.568 -1.076 -0.36
C 1.086 0.573 -0.355 -0.15
O 1.858 1.115 0.701 -0.41
C 1.709 0.509 1.971 -0.48
C 1.277 1.541 2.999 0.21
C 1.120 0.948 4.392 -1.49
C 2.030 -0.236 -1.275 0.23
N 1.470 -0.340 -2.604 -0.59
C 2.314 -1.586 -0.539 -0.43
C 2.514 -2.798 -1.416 -1.03
O 1.249 -3.277 -1.896 -0.18
C 1.288 -4.542 -2.413 0.57
C 1.415 -5.665 -1.411 -0.89
O 1.127 -4.751 -3.603 -0.56
H -4.812 1.001 0.540 0.35
H -4.843 -0.647 1.174 0.32
H -5.304 0.700 2.195 0.32
H -3.116 0.633 2.955 0.36
H -2.593 -0.345 1.574 0.29
H -3.258 2.521 1.070 0.37
H -1.783 2.247 1.956 0.51
H -1.649 0.429 -0.250 0.34
H -2.473 1.832 -0.909 0.41
H -0.786 3.149 -0.919 0.46
H -0.082 2.645 0.618 0.39
H 0.308 -0.097 0.038 0.33
H 2.686 0.116 2.275 0.29
H 1.025 -0.341 1.945 0.30
H 0.357 2.005 2.647 -0.19
H 2.041 2.318 2.992 0.33
H 2.083 0.618 4.775 0.35
H 0.726 1.705 5.066 0.42
H 0.407 0.126 4.378 0.34
H 2.960 0.322 -1.342 0.27
H 2.049 -0.871 -3.233 0.31
H 0.526 -0.688 -2.609 0.21
H 1.545 -1.802 0.201 0.25
H 3.245 -1.461 0.022 0.33
H 3.033 -3.579 -0.861 0.54
H 3.137 -2.535 -2.274 0.32
H 2.127 -5.463 -0.619 0.32
H 1.692 -6.562 -1.952 0.32
H 0.442 -5.833 -0.953 0.26
C -1.624 3.655 -3.596 -0.70
O -2.323 3.363 -2.486 -0.80
H -0.624 4.151 -3.430 0.15
H -1.353 2.779 -4.249 0.15
H -2.127 4.358 -4.323 0.25



20
Properties=species:S:1:pos:R:3:mulliken_charge:R:1 method="wB97M-V/def2-TZVPD" homo_lumo_gap_ev=9.380 charge=0 smiles="C=C/C=C(/C)C=C.O" homo_ha=-0.317
C -0.075 2.481 -0.680 -0.86
C -0.192 1.461 -1.512 -0.24
C -0.096 0.014 -1.271 -0.57
C -0.603 -0.700 -0.255 1.02
C -0.571 -2.208 -0.310 -1.36
C -1.334 -0.022 0.834 -0.24
C -1.385 -0.469 2.088 -0.84
H 0.212 2.363 0.356 0.32
H -0.277 3.484 -1.015 0.26
H -0.474 1.676 -2.535 0.29
H 0.479 -0.483 -2.050 0.32
H 0.246 -2.523 -0.950 0.32
H -0.551 -2.667 0.667 0.37
H -1.459 -2.568 -0.826 0.29
H -1.764 0.947 0.610 0.45
H -0.924 -1.410 2.337 0.20
H -1.903 0.104 2.849 0.28
O 3.887 0.067 0.729 -0.64
H 3.795 0.398 -0.168 0.32
H 2.987 0.054 1.102 0.32



10
Properties=species:S:1:pos:R:3:mulliken_charge:R:1 method="wB97M-V/def2-TZVPD" homo_lumo_gap_ev="5.982 / 8.239" charge=+1 homo_ha="-0.427 / -0.599" multiplicity=3 s2=2.012
F -1.796 -0.828 2.366 -0.42
H -1.721 0.960 -0.744 0.40
H -1.166 -1.000 1.424 0.39
O 1.086 -0.619 -0.061 -0.22
O 0.360 1.347 -0.736 -0.22
C -0.301 -0.703 -0.175 -0.30
C -0.723 0.511 -0.686 0.01
C 1.478 0.639 -0.404 0.76
H -0.666 -1.680 -0.493 0.40
Ag 3.448 1.373 -0.491 0.20



| no. | electronic energy (eV) |
| --- | --- |
| 1 | -10790.931 |
| 2 | -58238.909 |
| 3 | -27799.828 |
| 4 | -9499.218 |
| 5 | -13956.633 |